No. 1
A structure of composition C43H34AsHfN8O4S2 at a distorted geometry. Source: OMol25; level of theory: wB97M-V/def2-TZVPD.

Geometry (Å):
Hf (-0.370, 0.225, 0.194)
N (4.102, 0.322, -0.889)
C (2.867, -0.127, -0.587)
S (1.607, 0.105, -1.741)
N (2.719, -0.730, 0.563)
N (1.447, -1.058, 0.900)
C (1.289, -2.134, 1.608)
C (2.361, -3.074, 1.993)
C (2.153, -4.446, 1.810)
C (3.147, -5.357, 2.120)
C (4.359, -4.918, 2.632)
C (4.572, -3.562, 2.830)
C (3.586, -2.644, 2.506)
C (-0.104, -2.477, 1.940)
C (-0.413, -3.287, 3.028)
C (-1.730, -3.650, 3.246)
C (-2.692, -3.233, 2.340)
C (-2.311, -2.401, 1.303)
N (-1.054, -1.982, 1.124)
H (4.297, 0.569, -1.845)
H (4.875, -0.005, -0.331)
H (1.219, -4.801, 1.392)
H (2.972, -6.412, 1.961)
H (5.134, -5.632, 2.876)
H (5.513, -3.210, 3.230)
H (3.760, -1.591, 2.661)
H (0.381, -3.623, 3.679)
H (-1.995, -4.270, 4.092)
H (-3.724, -3.540, 2.431)
H (-3.038, -2.064, 0.582)
S (-2.953, 0.488, 0.647)
C (-3.802, 0.634, -0.893)
C (-5.031, 1.295, -0.901)
C (-5.748, 1.420, -2.077)
C (-5.243, 0.902, -3.262)
C (-4.017, 0.261, -3.259)
C (-3.294, 0.102, -2.077)
As (-1.543, -0.750, -2.055)
C (-1.952, -2.632, -2.412)
C (-1.190, -3.597, -1.757)
C (-1.426, -4.946, -1.980)
C (-2.425, -5.336, -2.858)
C (-3.178, -4.377, -3.522)
C (-2.942, -3.029, -3.303)
C (-0.935, -0.175, -3.814)
C (-0.409, -1.077, -4.732)
C (0.012, -0.629, -5.975)
C (-0.073, 0.718, -6.296)
C (-0.568, 1.623, -5.368)
C (-0.999, 1.180, -4.128)
H (-5.408, 1.715, 0.023)
H (-6.699, 1.937, -2.072)
H (-5.796, 1.011, -4.185)
H (-3.595, -0.092, -4.192)
H (-0.400, -3.286, -1.083)
H (-0.829, -5.693, -1.472)
H (-2.615, -6.387, -3.031)
H (-3.950, -4.679, -4.217)
H (-3.531, -2.288, -3.825)
H (-0.332, -2.127, -4.476)
H (0.410, -1.333, -6.694)
H (0.246, 1.062, -7.271)
H (-0.620, 2.678, -5.606)
H (-1.388, 1.890, -3.411)
C (2.543, 1.421, 3.002)
C (2.265, 2.050, 1.687)
N (1.181, 1.867, 0.951)
C (1.316, 2.687, -0.149)
C (2.494, 3.367, -0.076)
N (3.064, 2.954, 1.100)
C (3.254, 4.270, -0.983)
O (2.649, 4.647, -2.081)
O (4.372, 4.594, -0.670)
C (0.228, 2.710, -1.155)
O (0.280, 3.455, -2.115)
O (-0.755, 1.898, -0.870)
H (2.095, 0.431, 3.043)
H (2.110, 2.027, 3.800)
H (3.615, 1.339, 3.175)
H (3.971, 3.279, 1.403)
H (1.745, 4.255, -2.181)
N (-3.858, 4.685, 2.717)
C (-3.250, 3.746, 2.978)
C (-2.519, 2.558, 3.288)
C (-2.813, 1.797, 4.412)
C (-2.093, 0.629, 4.622)
C (-1.144, 0.252, 3.692)
N (-0.861, 0.960, 2.591)
C (-1.545, 2.099, 2.406)
H (-3.586, 2.116, 5.098)
H (-2.273, 0.018, 5.495)
H (-0.568, -0.654, 3.836)
H (-1.279, 2.704, 1.550)

The energy relative to the best compared isomer or geometry (same formula, charge and spin) is 0.813 eV. As for the charge: +1. The value obtained for the maximum force is 1.96 eV Å⁻¹. The lowest unoccupied orbital energy is -3.8542 eV.


No. 2
A cluster of 12 separate species, C26H72F3O13 in total at a distorted geometry. Source: OMol25; level of theory: wB97M-V/def2-TZVPD.

Geometry (Å):
C (-0.346, 0.789, -0.749)
O (0.294, -0.374, -0.182)
O (-1.122, 0.312, -1.833)
C (-0.964, 1.852, 0.328)
F (-1.972, 1.256, 0.998)
F (-0.038, 2.348, 1.150)
F (-1.435, 2.869, -0.400)
C (1.598, -0.666, -0.679)
C (2.068, -2.169, -0.223)
H (1.464, -3.017, -0.545)
H (3.033, -2.423, -0.659)
H (2.163, -2.254, 0.859)
H (2.431, -0.030, -0.377)
H (1.676, -0.707, -1.766)
H (0.476, 1.441, -1.045)
C (0.930, -5.539, -4.846)
C (0.422, -5.025, -3.522)
O (-0.509, -4.012, -3.789)
H (1.103, -4.683, -5.499)
H (0.292, -6.337, -5.225)
H (1.910, -5.950, -4.601)
H (1.184, -4.643, -2.842)
H (0.042, -5.856, -2.929)
H (0.002, -3.247, -4.065)
C (-6.484, 2.510, 2.625)
C (-5.646, 1.453, 1.937)
O (-4.478, 2.107, 1.394)
H (-7.106, 2.091, 3.416)
H (-7.180, 2.959, 1.917)
H (-5.852, 3.305, 3.021)
H (-6.135, 0.755, 1.258)
H (-5.232, 0.951, 2.811)
H (-3.805, 1.436, 1.258)
C (-1.966, 6.247, 2.043)
C (-2.757, 5.117, 1.431)
O (-4.086, 5.170, 1.972)
H (-1.019, 6.366, 1.516)
H (-1.682, 6.077, 3.082)
H (-2.430, 7.233, 2.055)
H (-2.176, 4.237, 1.706)
H (-2.904, 5.067, 0.352)
H (-4.568, 4.517, 1.461)
C (4.975, -4.499, 4.334)
C (4.408, -3.463, 3.349)
O (3.577, -3.915, 2.357)
H (4.334, -4.705, 5.192)
H (5.707, -4.034, 4.994)
H (5.475, -5.380, 3.934)
H (5.257, -2.947, 2.901)
H (3.856, -2.659, 3.834)
H (4.159, -4.421, 1.785)
C (-0.466, 5.992, -1.526)
C (0.892, 6.530, -1.963)
O (0.702, 7.292, -3.164)
H (-1.080, 6.870, -1.325)
H (-0.562, 5.356, -0.645)
H (-0.982, 5.508, -2.355)
H (1.482, 5.640, -2.181)
H (1.426, 7.095, -1.199)
H (0.065, 7.980, -2.954)
C (1.510, 0.186, -5.485)
C (1.907, -0.948, -4.499)
O (0.769, -1.398, -3.884)
H (2.355, 0.872, -5.544)
H (0.692, 0.761, -5.050)
H (1.288, -0.199, -6.481)
H (2.558, -0.541, -3.725)
H (2.604, -1.660, -4.941)
H (0.353, -0.739, -3.324)
C (-4.753, 0.697, -2.155)
C (-4.201, 1.370, -3.367)
O (-3.338, 0.366, -3.851)
H (-5.552, 1.375, -1.855)
H (-3.970, 0.705, -1.397)
H (-5.163, -0.305, -2.285)
H (-3.777, 2.326, -3.060)
H (-5.042, 1.662, -3.996)
H (-2.524, 0.524, -3.367)
C (2.732, -6.534, 0.206)
C (4.049, -5.959, -0.417)
O (4.917, -5.806, 0.730)
H (2.437, -6.220, 1.207)
H (2.974, -7.572, 0.435)
H (1.854, -6.519, -0.439)
H (3.727, -4.973, -0.752)
H (4.472, -6.424, -1.307)
H (5.423, -6.619, 0.805)
C (3.237, 3.655, 0.423)
C (4.105, 4.937, 0.507)
O (3.169, 6.054, 0.660)
H (2.492, 3.670, -0.373)
H (2.596, 3.586, 1.302)
H (3.807, 2.729, 0.350)
H (4.672, 5.185, -0.390)
H (4.716, 4.841, 1.405)
H (2.641, 5.893, 1.446)
C (-1.213, -5.077, 1.491)
C (-0.355, -3.780, 1.365)
O (-1.105, -2.844, 0.651)
H (-2.249, -4.825, 1.718)
H (-0.789, -5.645, 2.318)
H (-1.083, -5.828, 0.712)
H (0.651, -3.972, 0.994)
H (-0.264, -3.263, 2.320)
H (-0.650, -2.001, 0.592)
C (-0.899, 0.408, 3.981)
C (-2.132, 0.785, 4.826)
O (-2.389, -0.207, 5.821)
H (-0.949, -0.636, 3.674)
H (-0.014, 0.365, 4.615)
H (-0.736, 1.078, 3.136)
H (-3.068, 0.768, 4.268)
H (-2.001, 1.777, 5.260)
H (-2.914, 0.147, 6.542)

The energy relative to the best compared isomer or geometry (same formula, charge and spin) is 3.546 eV. As for the charge: -1. The value obtained for the maximum force is 4.44 eV Å⁻¹. The lowest unoccupied orbital energy is 1.9936 eV.


No. 3
A cluster of 2 separate species, C2H8N2S2 in total at a distorted geometry. Source: OMol25; level of theory: wB97M-V/def2-TZVPD.

Geometry (Å):
H (2.126, -3.178, 1.452)
N (1.627, -2.435, 1.917)
C (2.298, -1.367, 2.163)
N (2.695, -0.979, 3.429)
H (2.832, -0.958, 1.297)
H (2.292, -1.672, 4.055)
H (2.547, -0.002, 3.635)
C (-2.851, 1.092, -3.491)
S (-2.671, 2.432, -2.223)
S (-0.936, 2.047, -1.191)
H (-2.101, 1.405, -4.202)
H (-3.895, 1.163, -3.789)
H (-2.578, 0.112, -3.113)
H (-1.387, 2.339, 0.063)

As for the SMILES: [H]/N=C/N.CSS. The energy relative to the best compared isomer or geometry (same formula, charge and spin) is 1.928 eV. The value obtained for the maximum force is 2.99 eV Å⁻¹. The lowest unoccupied orbital energy is 0.4872 eV.


No. 4
A cluster of 2 separate species, C34H42N3OSSi in total at a distorted geometry. Source: OMol25; level of theory: wB97M-V/def2-TZVPD.

Geometry (Å):
C (2.615, 3.296, 1.604)
C (3.505, 3.513, 2.811)
N (2.527, 3.696, 3.855)
C (2.839, 4.152, 5.181)
C (1.479, 4.288, 5.847)
S (0.217, 4.530, 4.521)
C (1.278, 3.895, 3.297)
N (1.202, 3.592, 2.015)
H (2.953, 3.912, 0.756)
H (2.710, 2.252, 1.281)
H (4.136, 2.647, 3.035)
H (4.130, 4.405, 2.670)
H (3.474, 3.430, 5.701)
H (3.374, 5.110, 5.147)
H (1.221, 3.348, 6.349)
H (1.463, 5.067, 6.613)
C (-0.702, -5.349, 1.657)
Si (0.449, -4.969, 0.253)
C (2.226, -5.298, 0.657)
C (-0.115, -5.760, -1.322)
O (0.469, -3.313, 0.140)
C (-0.165, -2.197, -0.446)
C (0.594, -1.873, -1.760)
C (1.947, -2.227, -1.838)
C (2.681, -2.002, -3.009)
C (2.041, -1.475, -4.134)
C (0.695, -1.114, -4.059)
C (-0.009, -1.237, -2.852)
C (-1.676, -2.494, -0.545)
C (-2.268, -2.861, -1.757)
C (-3.644, -3.117, -1.812)
C (-4.393, -3.164, -0.638)
C (-3.770, -2.936, 0.592)
C (-2.418, -2.578, 0.638)
C (0.158, -1.035, 0.619)
C (1.670, -0.837, 0.852)
C (2.079, 0.284, -0.087)
C (0.818, 1.167, -0.199)
N (-0.286, 0.283, 0.163)
C (-1.518, 0.745, 0.333)
C (-1.969, 1.934, -0.267)
C (-1.392, 3.199, -0.351)
C (-1.865, 4.047, -1.431)
C (-2.016, 5.455, -1.333)
C (-2.842, 6.132, -2.234)
C (-3.457, 5.458, -3.300)
C (-3.118, 4.118, -3.537)
C (-2.289, 3.434, -2.652)
H (-0.838, -6.436, 1.735)
H (-0.273, -4.973, 2.596)
H (-1.681, -4.878, 1.504)
H (2.408, -6.373, 0.787)
H (2.869, -4.919, -0.148)
H (2.493, -4.785, 1.592)
H (0.248, -6.798, -1.346)
H (-1.210, -5.770, -1.375)
H (0.280, -5.221, -2.192)
H (2.451, -2.636, -0.956)
H (3.749, -2.240, -3.009)
H (2.607, -1.333, -5.056)
H (0.182, -0.715, -4.937)
H (-1.036, -0.872, -2.776)
H (-1.663, -2.952, -2.658)
H (-4.109, -3.284, -2.784)
H (-5.459, -3.390, -0.676)
H (-4.328, -3.017, 1.525)
H (-1.945, -2.402, 1.610)
H (-0.351, -1.317, 1.562)
H (1.732, -0.492, 1.896)
H (2.233, -1.772, 0.774)
H (2.943, 0.844, 0.279)
H (2.336, -0.100, -1.081)
H (0.878, 2.022, 0.503)
H (0.684, 1.581, -1.209)
H (-2.230, 0.105, 0.866)
H (-2.980, 1.827, -0.674)
H (-0.722, 3.607, 0.416)
H (-1.529, 5.979, -0.504)
H (-3.044, 7.194, -2.087)
H (-4.169, 5.974, -3.949)
H (-3.551, 3.598, -4.391)
H (-2.010, 2.394, -2.862)

The energy relative to the best compared isomer or geometry (same formula, charge and spin) is 0.000 eV. As for the charge: +1. The value obtained for the maximum force is 2.39 eV Å⁻¹. The lowest unoccupied orbital energy is -3.8733 eV.


No. 5
A cluster of 4 separate species, C20H19Cl2N3O6 in total at a distorted geometry. Source: OMol25; level of theory: wB97M-V/def2-TZVPD.

Geometry (Å):
O (1.104, 1.912, 2.545)
N (0.194, 1.160, 2.256)
O (-0.880, 1.117, 2.794)
C (0.456, 0.239, 1.129)
C (1.492, 0.461, 0.237)
C (1.722, -0.422, -0.792)
C (0.886, -1.525, -0.947)
C (-0.115, -1.779, -0.014)
C (-0.368, -0.872, 1.003)
H (2.123, 1.323, 0.412)
H (2.529, -0.257, -1.491)
H (0.971, -2.175, -1.808)
H (-0.752, -2.644, -0.143)
H (-1.147, -1.018, 1.738)
O (-1.912, -5.017, 0.392)
N (-3.077, -5.043, 0.751)
O (-3.621, -4.164, 1.394)
C (-3.878, -6.211, 0.374)
C (-5.074, -6.459, 1.025)
C (-5.811, -7.563, 0.627)
C (-5.411, -8.417, -0.381)
C (-4.167, -8.179, -0.955)
C (-3.419, -7.061, -0.618)
H (-5.375, -5.923, 1.914)
H (-6.749, -7.714, 1.153)
H (-6.026, -9.209, -0.782)
H (-3.827, -8.862, -1.724)
H (-2.417, -6.885, -0.988)
O (5.625, 3.926, -1.616)
N (5.055, 3.634, -0.579)
O (5.202, 2.583, 0.027)
C (4.051, 4.563, -0.051)
C (3.211, 4.176, 0.985)
C (2.300, 5.107, 1.463)
C (2.143, 6.333, 0.837)
C (2.965, 6.698, -0.218)
C (3.940, 5.822, -0.650)
H (3.225, 3.171, 1.383)
H (1.724, 4.805, 2.328)
H (1.396, 6.985, 1.272)
H (2.864, 7.647, -0.727)
H (4.618, 6.038, -1.463)
Cl (-0.989, 4.861, -0.483)
C (0.126, 3.536, -0.924)
C (0.958, 3.932, -2.111)
Cl (1.890, 2.510, -2.675)
H (-0.482, 2.644, -1.089)
H (0.644, 3.267, -0.006)
H (1.714, 4.666, -1.854)
H (0.368, 4.283, -2.949)

As for the SMILES: O=[N+]([O-])c1ccccc1.O=[N+]([O-])c1ccccc1.O=[N+]([O-])c1ccccc1.ClCCCl. The energy relative to the best compared isomer or geometry (same formula, charge and spin) is 0.000 eV. The value obtained for the maximum force is 1.21 eV Å⁻¹. The lowest unoccupied orbital energy is -0.7382 eV.


No. 6
An isolated molecule of C20H27N3O3S at a distorted geometry. Source: OMol25; level of theory: wB97M-V/def2-TZVPD.

Geometry (Å):
C (-1.475, 2.794, 0.116)
N (-0.907, 1.484, -0.058)
C (-1.534, 0.592, -1.011)
C (-2.424, -0.413, -0.258)
O (-3.627, -0.478, -0.418)
N (-1.705, -1.175, 0.570)
C (-2.265, -2.098, 1.542)
C (-2.051, -1.508, 2.945)
C (-0.625, -1.633, 3.496)
C (-0.438, -2.746, 4.530)
C (-0.554, -4.190, 4.035)
C (-1.966, -4.608, 3.605)
C (-2.200, -4.636, 2.091)
C (-1.635, -3.468, 1.286)
S (0.689, 1.291, 0.309)
O (0.941, 2.042, 1.505)
O (0.963, -0.119, 0.339)
C (1.653, 2.076, -0.997)
C (2.287, 3.249, -0.700)
C (3.073, 3.901, -1.663)
C (3.227, 3.353, -2.907)
C (2.586, 2.143, -3.242)
C (2.711, 1.528, -4.505)
C (2.047, 0.358, -4.751)
C (1.242, -0.182, -3.733)
N (1.100, 0.358, -2.555)
C (1.763, 1.494, -2.275)
H (-1.397, 3.403, -0.793)
H (-0.933, 3.276, 0.926)
H (-2.526, 2.699, 0.393)
H (-2.140, 1.159, -1.722)
H (-0.747, 0.053, -1.545)
H (-0.708, -0.996, 0.628)
H (-3.341, -2.142, 1.337)
H (-2.312, -0.449, 2.869)
H (-2.758, -1.955, 3.642)
H (-0.365, -0.695, 3.991)
H (0.089, -1.755, 2.681)
H (-1.161, -2.598, 5.338)
H (0.558, -2.627, 4.965)
H (0.152, -4.361, 3.221)
H (-0.241, -4.832, 4.862)
H (-2.696, -3.957, 4.085)
H (-2.166, -5.618, 3.974)
H (-1.741, -5.546, 1.694)
H (-3.275, -4.709, 1.907)
H (-1.790, -3.693, 0.227)
H (-0.559, -3.396, 1.440)
H (2.183, 3.649, 0.296)
H (3.562, 4.828, -1.408)
H (3.843, 3.836, -3.653)
H (3.330, 1.994, -5.260)
H (2.124, -0.145, -5.703)
H (0.685, -1.095, -3.899)

As for the SMILES: CN(CC(=O)NC1CCCCCCC1)S(=O)(=O)c1cccc2cccnc12. The energy relative to the best compared isomer or geometry (same formula, charge and spin) is 1.444 eV. The value obtained for the maximum force is 1.15 eV Å⁻¹. The lowest unoccupied orbital energy is -0.5251 eV.


| no. | highest occupied orbital energy (eV) | HOMO-LUMO gap (eV) | E (eV) |
| --- | --- | --- | --- |
| 1 | -10.13 | 6.3 | -149070.586 |
| 2 | -4.91 | 6.9 | -62894.776 |
| 3 | -8.36 | 8.8 | -26852.516 |
| 4 | -10.78 | 6.9 | -61164.916 |
| 5 | -9.89 | 9.2 | -62840.366 |
| 6 | -8.84 | 8.3 | -42626.636 |